[1]
C4H6N2O2 | ωB97M-V/def2-TZVPD

The calculation puts the LUMO energy at -0.015 eV. As for the total energy: -11315.9659 eV. The value obtained for the gap between HOMO and LUMO is 8.81 eV. The value obtained for the highest occupied orbital energy is -8.82 eV.

Cartesian coordinates (Å):
H (0.12589, 2.45066, -0.29563)
N (0.65947, 1.59126, -0.40849)
C (-0.02588, 0.52548, -0.29516)
C (-1.43582, 0.38183, 0.07667)
C (-2.12366, -0.75343, 0.02814)
C (0.59938, -0.70232, -0.95994)
O (1.00169, -1.14002, -1.96437)
O (1.13580, -1.11114, 0.47907)
N (2.16477, -0.39084, 1.07681)
H (-1.88743, 1.28715, 0.46721)
H (-1.69286, -1.66691, -0.35566)
H (-3.15963, -0.79402, 0.32829)
H (2.86243, -0.15053, 0.36994)
H (1.77587, 0.47283, 1.45311)



[2]
C32H84BO36 | ωB97M-V/def2-TZVPD

The calculation puts the LUMO energy at 1.837 eV. As for the total energy: -108933.3500 eV. The value obtained for the gap between HOMO and LUMO is 8.89 eV. The value obtained for the highest occupied orbital energy is -7.05 eV. As for the net charge: -1.

Cartesian coordinates (Å):
O (-1.68236, -2.99681, -1.16644)
C (-1.04863, -2.00447, -1.00095)
O (-0.83663, -1.39254, 0.16948)
B (0.07704, -0.25435, 0.00080)
O (0.45867, -0.32368, -1.41527)
C (-0.16219, -1.30417, -2.02425)
O (0.07869, -1.73568, -3.11995)
O (1.27064, -0.27354, 0.83040)
C (1.16561, 0.66949, 1.75579)
O (1.92992, 0.87918, 2.64348)
C (-0.12765, 1.45602, 1.47293)
O (-0.59725, 1.01033, 0.32943)
O (-0.53788, 2.33821, 2.16203)
C (-0.16597, 4.20559, -3.92409)
C (-0.87764, 3.02096, -3.29215)
O (-1.60906, 3.52670, -2.18390)
O (-1.15795, 5.05559, -4.50292)
H (0.59249, 3.95008, -4.67211)
H (0.36254, 4.74365, -3.13190)
H (-0.18196, 2.23501, -3.00658)
H (-1.59930, 2.60947, -4.00343)
H (-2.31604, 4.06889, -2.54930)
H (-0.73805, 5.76490, -4.99140)
C (5.57085, -0.20520, 5.29420)
C (4.41757, -0.73371, 4.44965)
O (4.48188, -0.15912, 3.16336)
O (5.46297, 1.22274, 5.41904)
H (6.47727, -0.46159, 4.73574)
H (5.60683, -0.58549, 6.31862)
H (3.48079, -0.46260, 4.93803)
H (4.53574, -1.81731, 4.38565)
H (3.63965, 0.29877, 3.02562)
H (6.34142, 1.54384, 5.63828)
C (3.38138, -4.19624, 0.54997)
C (2.06508, -3.75804, -0.07451)
O (0.99200, -4.61662, 0.32661)
O (3.93197, -5.33419, -0.06475)
H (3.36083, -4.25390, 1.64337)
H (4.01556, -3.29428, 0.45859)
H (2.17371, -3.72204, -1.16590)
H (1.70597, -2.78744, 0.27231)
H (1.23784, -5.49024, -0.00788)
H (4.64270, -5.66787, 0.48542)
C (1.28694, 0.17121, -6.14506)
C (2.31560, 1.08446, -6.78273)
O (2.24340, 0.89100, -8.19590)
O (1.12992, 0.49106, -4.75995)
H (1.53117, -0.89544, -6.16282)
H (0.33779, 0.28522, -6.67594)
H (3.34398, 0.87513, -6.47796)
H (2.11341, 2.13675, -6.58604)
H (2.94185, 0.32177, -8.51921)
H (0.44639, -0.06088, -4.35924)
C (-3.93822, 2.64953, -0.15486)
C (-3.62512, 4.04131, 0.38281)
O (-3.90560, 4.15294, 1.75098)
O (-5.24946, 2.24458, 0.29475)
H (-3.26367, 1.92186, 0.30097)
H (-3.82245, 2.60445, -1.23698)
H (-4.22120, 4.77013, -0.17957)
H (-2.56272, 4.19709, 0.17074)
H (-3.10377, 4.48462, 2.18342)
H (-5.69001, 1.79182, -0.42978)
C (2.32287, 4.38541, 5.37104)
C (3.58943, 3.52520, 5.26016)
O (3.61027, 2.66225, 4.08829)
O (1.16312, 3.58274, 5.09204)
H (2.35016, 5.24531, 4.69417)
H (2.06733, 4.80948, 6.34452)
H (3.51831, 2.87440, 6.13650)
H (4.52233, 4.08787, 5.32490)
H (4.36494, 2.11157, 4.36803)
H (1.44035, 3.05880, 4.32207)
C (-3.41266, -0.93683, -3.47459)
C (-2.96752, -1.37331, -4.86780)
O (-3.27567, -0.35947, -5.83844)
O (-4.79371, -0.63562, -3.28132)
H (-2.95013, 0.02116, -3.20076)
H (-3.16910, -1.61801, -2.65819)
H (-3.48568, -2.29095, -5.16862)
H (-1.91631, -1.66619, -4.90734)
H (-3.26319, -0.82956, -6.67695)
H (-5.30443, -0.74912, -4.08807)
C (1.59894, -2.73361, 4.14142)
C (0.21052, -2.78957, 3.52903)
O (-0.71414, -2.02560, 4.28973)
O (1.64411, -3.50588, 5.33507)
H (1.88490, -1.70435, 4.38648)
H (2.40528, -3.01935, 3.45459)
H (-0.09458, -3.83826, 3.58554)
H (0.25427, -2.44644, 2.49510)
H (-1.06432, -1.33397, 3.72500)
H (2.52641, -3.44565, 5.70831)
C (2.12997, 4.46891, 1.39163)
C (2.75692, 4.67186, -0.00577)
O (1.78199, 4.42175, -0.99018)
O (2.97413, 4.80059, 2.45541)
H (1.83147, 3.41880, 1.48065)
H (1.20758, 5.05690, 1.40185)
H (3.63178, 4.03562, -0.18003)
H (3.12507, 5.70039, 0.00479)
H (1.56554, 3.48411, -0.98510)
H (3.31745, 4.03995, 2.96091)
C (-5.83183, -1.99468, 0.97336)
C (-4.38443, -1.62789, 0.63925)
O (-3.51705, -2.33735, 1.50060)
O (-6.18534, -3.24750, 0.34584)
H (-6.54510, -1.29311, 0.52574)
H (-6.06919, -2.03601, 2.03749)
H (-4.34457, -0.53721, 0.69587)
H (-4.29557, -1.91286, -0.41611)
H (-2.82161, -1.69565, 1.68743)
H (-6.49686, -3.83867, 1.03460)
C (-0.97587, 5.34786, 3.66660)
C (-1.50662, 5.92431, 4.94910)
O (-2.74105, 5.38553, 5.36913)
O (-1.69637, 5.87869, 2.55400)
H (-1.11563, 4.26335, 3.66473)
H (0.09226, 5.57476, 3.60189)
H (-1.57820, 7.01022, 4.78427)
H (-0.78639, 5.77372, 5.75503)
H (-3.43782, 5.77505, 4.83074)
H (-1.17361, 5.90485, 1.74984)
C (-1.86720, -5.42668, 1.48210)
C (-2.10972, -5.76097, 0.02292)
O (-2.43954, -7.14005, -0.20585)
O (-3.10195, -5.12618, 2.12970)
H (-1.30318, -4.49305, 1.53907)
H (-1.26855, -6.18196, 1.98955)
H (-1.23820, -5.38557, -0.52956)
H (-2.91143, -5.16388, -0.42370)
H (-2.51423, -7.12833, -1.16942)
H (-3.28916, -4.19556, 1.96137)
C (4.17435, 0.30753, -1.72397)
C (4.28516, 1.23446, -2.93539)
O (3.08435, 1.98120, -3.06373)
O (5.28707, -0.57954, -1.63866)
H (3.24595, -0.23412, -1.95774)
H (3.91342, 0.78310, -0.77788)
H (4.39853, 0.57660, -3.80713)
H (5.15024, 1.90142, -2.94816)
H (2.54987, 1.56352, -3.75496)
H (5.06710, -1.25719, -2.28566)
C (-3.03351, -6.50033, -4.35509)
C (-3.06143, -5.03564, -3.95747)
O (-1.74308, -4.50386, -3.82189)
O (-2.82753, -7.33893, -3.21323)
H (-2.42826, -6.71881, -5.24309)
H (-4.02156, -6.72989, -4.78824)
H (-3.51259, -4.95895, -2.96400)
H (-3.75560, -4.53378, -4.63963)
H (-1.73313, -4.16555, -2.91565)
H (-3.09669, -8.19466, -3.56675)



[3]
C16H31NP2PtS | ωB97M-V/def2-TZVPD

The expectation value of S² is 2.0399. The calculation puts the LUMO energy (spin up / spin down) at -0.701 / -0.694 eV. The multiplicity is 3. As for the total energy: -51235.0794 eV. The value obtained for the gap between HOMO and LUMO (spin up / spin down) is 3.28 / 3.81 eV. The value obtained for the highest occupied orbital energy (spin up / spin down) is -3.98 / -4.50 eV.

Cartesian coordinates (Å):
P (-0.22893, -1.88431, -5.18362)
P (0.18717, 2.17664, -5.34368)
C (-0.45668, -0.51582, -6.49366)
C (0.41408, 0.77439, -6.48778)
H (-1.52678, -0.27046, -6.57149)
H (-0.22336, -0.97764, -7.47569)
H (1.49605, 0.54570, -6.47434)
H (0.22075, 1.32471, -7.43300)
C (-1.44150, 2.86749, -5.69886)
H (-1.78713, 3.56974, -4.91643)
H (-2.18359, 2.07392, -5.87609)
H (-1.21400, 3.40474, -6.61952)
C (1.48659, 3.33432, -5.74438)
H (1.14052, 3.75659, -6.68677)
H (2.42252, 2.76260, -5.85208)
H (1.58458, 4.10599, -4.96274)
C (-1.31430, -3.16946, -5.86091)
H (-1.31928, -4.01668, -5.16476)
H (-0.93777, -3.52071, -6.83249)
H (-2.33843, -2.80303, -6.01276)
C (1.43423, -2.45862, -5.68915)
H (2.13417, -1.63953, -5.85374)
H (1.34708, -3.00882, -6.63087)
H (1.80965, -3.14550, -4.92205)
Pt (0.52876, -0.69261, -0.70405)
C (0.43675, 2.23678, -3.59534)
C (-0.84370, 1.81306, -2.96836)
C (-1.74422, 0.72071, -3.35740)
C (-1.69916, -0.84937, -3.07177)
C (-0.41923, -1.75913, -3.41812)
C (0.87451, -1.17891, -2.77571)
C (1.43135, -0.05192, -3.63117)
C (1.58903, 1.34048, -3.05368)
C (0.37948, -2.24995, 0.50717)
H (0.64305, 3.29871, -3.31905)
H (-0.82145, 2.02934, -1.90142)
H (-1.94700, 0.77077, -4.44557)
H (-2.68695, 0.99964, -2.83585)
H (-2.21506, -1.09035, -2.11647)
H (-2.41713, -1.26325, -3.79978)
H (-0.59239, -2.72847, -2.89122)
H (1.63124, -1.96113, -2.69882)
H (0.66228, 0.05306, -4.41473)
H (2.30396, -0.38921, -4.21715)
H (1.47637, 1.30949, -1.96278)
H (2.59674, 1.70942, -3.30004)
H (1.30190, -2.02355, 1.06927)
H (0.44665, -3.17568, -0.08019)
H (-0.53539, -2.13441, 1.10571)
S (0.38792, 1.08148, 0.64836)
C (-0.45887, 0.57645, 1.99728)
N (-1.01509, 0.32207, 3.00282)



[4]
C5H6CdLiO4 | ωB97M-V/def2-TZVPD

The calculation puts the LUMO energy at -7.645 eV. As for the total energy: -18232.7428 eV. The value obtained for the gap between HOMO and LUMO is 4.96 eV. The value obtained for the highest occupied orbital energy is -12.61 eV. As for the net charge: +1.

Cartesian coordinates (Å):
O (-1.54122, -2.60431, -4.70416)
C (-0.31051, -2.54491, -4.47074)
O (0.44777, -3.54284, -4.48330)
O (0.17847, -1.31252, -4.21184)
C (1.56113, -1.17360, -3.89741)
Li (-1.20807, -4.52345, -4.94194)
H (1.82624, -0.15008, -4.19472)
H (2.15726, -1.87846, -4.48712)
C (2.69693, -2.20842, -1.98777)
C (1.74467, -1.33888, -2.38868)
H (3.09759, -2.98398, -2.64230)
H (3.02761, -2.22468, -0.94175)
Cd (-0.75848, 1.38000, -2.19582)
O (1.02390, 0.91573, -2.12833)
C (1.16527, -0.30021, -1.45101)
H (1.80749, -0.19767, -0.55726)
H (0.17437, -0.74039, -1.17008)



[5]
C28H23BrF5N2PRuSSi | ωB97M-V/def2-TZVPD

The expectation value of S² is 0.7844. The calculation puts the LUMO energy (spin up / spin down) at -5.979 / -5.717 eV. The multiplicity is 2. As for the total energy: -146594.3428 eV. The value obtained for the gap between HOMO and LUMO (spin up / spin down) is 4.79 / 5.02 eV. The value obtained for the highest occupied orbital energy (spin up / spin down) is -10.76 / -10.74 eV. As for the net charge: +1.

Cartesian coordinates (Å):
Ru (0.88455, 0.70766, -1.37469)
F (3.66836, 1.50108, 4.81545)
C (3.09621, 0.86352, 3.80645)
C (2.10498, -0.08496, 4.03933)
F (1.71313, -0.37510, 5.27428)
C (1.51631, -0.74404, 2.96096)
F (0.59097, -1.65991, 3.23897)
C (1.86232, -0.47875, 1.63906)
P (1.06153, -1.28388, 0.17137)
C (1.95749, -2.87129, 0.19609)
C (3.28655, -2.96425, 0.60745)
C (3.93407, -4.18654, 0.56309)
C (3.27505, -5.31333, 0.09578)
C (1.95664, -5.22071, -0.32395)
C (1.30229, -4.00254, -0.28853)
C (-0.66639, -1.66036, 0.62491)
C (-1.12881, -2.70770, 1.41724)
C (-2.48481, -2.82153, 1.67299)
C (-3.39059, -1.91467, 1.14116)
C (-2.94082, -0.90119, 0.30990)
C (-1.59100, -0.78998, 0.04659)
C (2.88958, 0.44914, 1.43128)
Br (3.54194, 0.86608, -0.31527)
C (3.49159, 1.11267, 2.49199)
F (4.44083, 2.00695, 2.25347)
H (3.81627, -2.09115, 0.96220)
H (4.95740, -4.25025, 0.89990)
H (3.79554, -6.25728, 0.04213)
H (1.43227, -6.09511, -0.67924)
H (0.27979, -3.92123, -0.63101)
H (-0.43998, -3.42355, 1.83640)
H (-2.84922, -3.62556, 2.29271)
H (-4.44489, -1.99912, 1.36142)
H (-3.63181, -0.20568, -0.14284)
H (-1.22858, -0.02316, -0.64616)
C (-0.39076, 3.38859, -3.90218)
Si (-1.55451, 2.36182, -2.78238)
C (-3.28410, 3.14347, -2.87072)
C (-1.64005, 0.53011, -3.39268)
N (-0.79966, 2.24706, -1.21444)
C (-1.22634, 2.50607, 0.02498)
C (-2.57240, 2.64626, 0.44247)
C (-2.88903, 2.85105, 1.76633)
C (-1.90435, 2.95235, 2.74359)
C (-0.56755, 2.79469, 2.38963)
C (-0.26931, 2.57610, 1.07028)
F (1.03239, 2.36192, 0.68020)
H (-0.72994, 3.28228, -4.92844)
H (0.64485, 3.05608, -3.84953)
H (-0.42362, 4.44613, -3.65286)
H (-3.55555, 3.23998, -3.91568)
H (-3.30477, 4.14196, -2.44840)
H (-4.06649, 2.55990, -2.39975)
H (-1.69706, 0.49986, -4.47609)
H (-2.51589, 0.01595, -3.00437)
H (-0.74898, -0.05267, -3.09941)
H (-3.35442, 2.56712, -0.29126)
H (-3.92562, 2.91615, 2.06079)
H (-2.17146, 3.14319, 3.77083)
H (0.22570, 2.84750, 3.12015)
S (2.02321, 0.32741, -5.97871)
C (1.86488, 0.46613, -4.41176)
N (1.74210, 0.54926, -3.24145)



Number 4 is which compound?
C5H6CdLiO4



Please write out number 5 again, unchanged.
C28H23BrF5N2PRuSSi | ωB97M-V/def2-TZVPD

The expectation value of S² is 0.7844. The calculation puts the LUMO energy (spin up / spin down) at -5.979 / -5.717 eV. The multiplicity is 2. As for the total energy: -146594.3428 eV. The value obtained for the gap between HOMO and LUMO (spin up / spin down) is 4.79 / 5.02 eV. The value obtained for the highest occupied orbital energy (spin up / spin down) is -10.76 / -10.74 eV. As for the net charge: +1.

Cartesian coordinates (Å):
Ru (0.88455, 0.70766, -1.37469)
F (3.66836, 1.50108, 4.81545)
C (3.09621, 0.86352, 3.80645)
C (2.10498, -0.08496, 4.03933)
F (1.71313, -0.37510, 5.27428)
C (1.51631, -0.74404, 2.96096)
F (0.59097, -1.65991, 3.23897)
C (1.86232, -0.47875, 1.63906)
P (1.06153, -1.28388, 0.17137)
C (1.95749, -2.87129, 0.19609)
C (3.28655, -2.96425, 0.60745)
C (3.93407, -4.18654, 0.56309)
C (3.27505, -5.31333, 0.09578)
C (1.95664, -5.22071, -0.32395)
C (1.30229, -4.00254, -0.28853)
C (-0.66639, -1.66036, 0.62491)
C (-1.12881, -2.70770, 1.41724)
C (-2.48481, -2.82153, 1.67299)
C (-3.39059, -1.91467, 1.14116)
C (-2.94082, -0.90119, 0.30990)
C (-1.59100, -0.78998, 0.04659)
C (2.88958, 0.44914, 1.43128)
Br (3.54194, 0.86608, -0.31527)
C (3.49159, 1.11267, 2.49199)
F (4.44083, 2.00695, 2.25347)
H (3.81627, -2.09115, 0.96220)
H (4.95740, -4.25025, 0.89990)
H (3.79554, -6.25728, 0.04213)
H (1.43227, -6.09511, -0.67924)
H (0.27979, -3.92123, -0.63101)
H (-0.43998, -3.42355, 1.83640)
H (-2.84922, -3.62556, 2.29271)
H (-4.44489, -1.99912, 1.36142)
H (-3.63181, -0.20568, -0.14284)
H (-1.22858, -0.02316, -0.64616)
C (-0.39076, 3.38859, -3.90218)
Si (-1.55451, 2.36182, -2.78238)
C (-3.28410, 3.14347, -2.87072)
C (-1.64005, 0.53011, -3.39268)
N (-0.79966, 2.24706, -1.21444)
C (-1.22634, 2.50607, 0.02498)
C (-2.57240, 2.64626, 0.44247)
C (-2.88903, 2.85105, 1.76633)
C (-1.90435, 2.95235, 2.74359)
C (-0.56755, 2.79469, 2.38963)
C (-0.26931, 2.57610, 1.07028)
F (1.03239, 2.36192, 0.68020)
H (-0.72994, 3.28228, -4.92844)
H (0.64485, 3.05608, -3.84953)
H (-0.42362, 4.44613, -3.65286)
H (-3.55555, 3.23998, -3.91568)
H (-3.30477, 4.14196, -2.44840)
H (-4.06649, 2.55990, -2.39975)
H (-1.69706, 0.49986, -4.47609)
H (-2.51589, 0.01595, -3.00437)
H (-0.74898, -0.05267, -3.09941)
H (-3.35442, 2.56712, -0.29126)
H (-3.92562, 2.91615, 2.06079)
H (-2.17146, 3.14319, 3.77083)
H (0.22570, 2.84750, 3.12015)
S (2.02321, 0.32741, -5.97871)
C (1.86488, 0.46613, -4.41176)
N (1.74210, 0.54926, -3.24145)



Which of these has the lowest total energy?
C28H23BrF5N2PRuSSi



Copy entry 1 word for word.
C4H6N2O2 | ωB97M-V/def2-TZVPD

The calculation puts the LUMO energy at -0.015 eV. As for the total energy: -11315.9659 eV. The value obtained for the gap between HOMO and LUMO is 8.81 eV. The value obtained for the highest occupied orbital energy is -8.82 eV.

Cartesian coordinates (Å):
H (0.12589, 2.45066, -0.29563)
N (0.65947, 1.59126, -0.40849)
C (-0.02588, 0.52548, -0.29516)
C (-1.43582, 0.38183, 0.07667)
C (-2.12366, -0.75343, 0.02814)
C (0.59938, -0.70232, -0.95994)
O (1.00169, -1.14002, -1.96437)
O (1.13580, -1.11114, 0.47907)
N (2.16477, -0.39084, 1.07681)
H (-1.88743, 1.28715, 0.46721)
H (-1.69286, -1.66691, -0.35566)
H (-3.15963, -0.79402, 0.32829)
H (2.86243, -0.15053, 0.36994)
H (1.77587, 0.47283, 1.45311)